# 1
104
Properties=species:S:1:pos:R:3:lowdin_charge:R:1 method="wB97M-V/def2-TZVPD" homo_lumo_gap_ev=7.64 total_charge=0 smiles="CC[C@@H](I)B1OBOB(CCCSC(=S)N(CC)CC)O1.Fc1ccccc1.Fc1ccccc1.Fc1ccccc1.Fc1ccccc1.Fc1ccccc1" e_lumo_ha=-0.025 total_energy_ev=-96316.11428
C 1.46499 5.80616 6.14534 -0.13
C 2.15273 4.50665 5.41972 -0.34
C 1.35120 3.09110 5.61869 -0.55
I 2.28063 2.11027 7.38237 0.82
B -0.26945 3.22892 5.85300 -0.50
O -0.89711 2.21145 6.76859 0.05
B -2.04181 1.56562 6.08143 -0.19
O -2.50697 2.09598 4.78437 0.08
B -2.43325 3.59549 4.76271 -0.41
C -3.75061 4.38310 4.17308 -0.08
C -3.37759 5.77949 3.34076 -0.23
C -3.66667 5.59341 1.73807 -0.49
S -2.14757 5.62612 0.64376 0.76
C -0.71853 4.65726 1.37459 -0.89
S 0.25835 5.51056 2.52627 0.67
N -0.41042 3.23465 0.96329 -0.22
C 1.05224 2.87932 1.11100 -0.26
C 2.04894 3.74970 0.08810 -0.09
C -1.33346 2.22084 1.60157 -0.22
C -1.42757 0.77989 0.80557 -0.10
O -1.17526 4.21179 5.22754 0.14
H 0.68288 6.26877 5.37366 0.07
H 1.00125 5.60129 7.20025 0.09
H 2.30375 6.64322 6.26456 0.09
H 3.21570 4.36087 5.94348 0.07
H 2.41567 4.70269 4.27187 0.09
H 1.60561 2.41254 4.69867 0.09
H -2.61289 0.64616 6.57138 0.10
H -4.34902 3.61617 3.49602 0.12
H -4.42354 4.68645 5.10891 0.13
H -4.16974 6.58113 3.73492 0.12
H -2.32547 6.21351 3.61255 0.09
H -4.33630 6.52469 1.40719 0.10
H -4.36110 4.64770 1.57560 0.09
H 1.18823 1.74751 0.75630 0.12
H 1.44559 2.89293 2.23055 0.10
H 1.40375 4.21510 -0.77203 0.09
H 2.85117 2.99316 -0.30795 0.06
H 2.59355 4.54152 0.76997 0.07
H -0.90334 1.96190 2.68299 0.13
H -2.45667 2.61611 1.68479 0.14
H -1.42876 0.87063 -0.36367 0.07
H -0.42262 0.19718 1.08074 0.08
H -2.30108 0.09579 1.20024 0.09
F 4.15895 1.15635 -1.24187 0.05
C 4.11812 0.14250 -0.36720 -0.30
C 3.42211 -1.01597 -0.69457 -0.01
C 3.38364 -2.07384 0.21373 -0.07
C 4.03320 -1.95698 1.44506 -0.09
C 4.72494 -0.78817 1.76646 -0.08
C 4.77256 0.26502 0.85346 -0.02
H 2.91661 -1.08545 -1.65223 0.09
H 2.84873 -2.98681 -0.03588 0.09
H 3.99919 -2.78061 2.15503 0.09
H 5.22628 -0.69794 2.72709 0.10
H 5.31314 1.17720 1.08331 0.11
F -3.31721 1.89810 -1.58144 0.05
C -2.92342 2.20680 -2.82412 -0.29
C -3.75647 1.91417 -3.89839 -0.02
C -3.34909 2.24008 -5.19199 -0.09
C -2.10710 2.84573 -5.39797 -0.10
C -1.27590 3.13083 -4.31365 -0.08
C -1.68839 2.81498 -3.01938 -0.01
H -4.71401 1.43594 -3.71986 0.11
H -3.99642 2.02254 -6.03790 0.10
H -1.78783 3.09569 -6.40750 0.10
H -0.30793 3.59850 -4.47680 0.11
H -1.05875 3.03768 -2.16435 0.10
F 1.66388 -3.27719 -2.03531 0.05
C 1.07953 -3.28556 -3.24075 -0.28
C 1.10057 -2.13360 -4.01933 -0.01
C 0.49673 -2.14340 -5.27665 -0.07
C -0.13157 -3.30310 -5.73720 -0.09
C -0.15174 -4.45279 -4.94617 -0.08
C 0.46184 -4.44598 -3.69376 -0.02
H 1.58605 -1.23970 -3.64156 0.11
H 0.51446 -1.25029 -5.89632 0.11
H -0.60630 -3.30894 -6.71607 0.09
H -0.64492 -5.35296 -5.30501 0.11
H 0.46335 -5.33342 -3.06961 0.11
F 4.76849 -4.94050 1.18228 0.06
C 4.72766 -5.95435 2.05695 -0.29
C 4.03164 -7.11282 1.72958 -0.02
C 3.99317 -8.17069 2.63788 -0.08
C 4.64274 -8.05384 3.86922 -0.10
C 5.33447 -6.88502 4.19061 -0.08
C 5.38210 -5.83183 3.27761 -0.02
H 3.52614 -7.18230 0.77193 0.12
H 3.45826 -9.08366 2.38828 0.10
H 4.60872 -8.87747 4.57918 0.10
H 5.83581 -6.79479 5.15125 0.11
H 5.92267 -4.91965 3.50747 0.12
F -2.75966 -2.74138 -7.63860 0.05
C -3.53081 -3.78500 -7.30572 -0.30
C -3.48266 -4.94364 -8.07311 -0.02
C -4.28162 -6.03234 -7.72385 -0.08
C -5.12877 -5.94615 -6.61630 -0.10
C -5.17370 -4.77704 -5.85532 -0.08
C -4.36646 -3.69269 -6.19824 -0.02
H -2.82475 -4.98929 -8.93480 0.12
H -4.24554 -6.94550 -8.31274 0.10
H -5.75505 -6.79395 -6.34689 0.10
H -5.83686 -4.71082 -4.99617 0.11
H -4.38222 -2.77956 -5.61253 0.12

---

# 2
17
Properties=species:S:1:pos:R:3:nbo_charge:R:1 method="wB97M-V/def2-TZVPD" homo_lumo_gap_ev=11.65 total_charge=+1 e_lumo_ha=-0.164 e_above_lowest_kcal_mol=31.7 total_energy_ev=-10453.33706
C 1.38881 0.66361 2.02527 0.68
C -0.04571 -0.14746 -1.61627 -0.41
C -1.42958 -0.36590 -0.93961 -0.38
C 0.97598 -0.57084 -0.60482 -0.47
C -1.16746 0.15002 0.48593 -0.51
C 0.32351 0.09939 0.59109 0.59
O 1.11970 1.40214 1.05996 -0.38
O 0.78472 -0.42151 1.85162 -0.38
H 1.96907 0.96163 2.87554 0.24
H 0.11724 -0.90383 -2.35649 0.26
H 0.04438 0.93163 -1.70291 0.22
H -2.15765 0.35463 -1.42426 0.25
H -1.70479 -1.35733 -0.79481 0.22
H 0.94335 -1.66559 -0.48339 0.26
H 2.00300 -0.17463 -0.69076 0.26
H -1.45913 1.29661 0.34373 0.28
H -1.70546 -0.25256 1.38018 0.28

---

# 3
10
Properties=species:S:1:pos:R:3:nbo_charge:R:1 method="wB97M-V/def2-TZVPD" homo_lumo_gap_ev=7.17 total_charge=0 e_lumo_ha=-0.044 e_above_lowest_kcal_mol=128.8 total_energy_ev=-8198.30123
C -0.90202 0.14893 0.06175 0.51
C 1.89225 -0.55812 -0.01552 -0.68
O -1.46930 -1.00076 -0.30536 -0.65
N 0.04905 0.92695 -0.85732 -0.37
N -1.61590 1.12525 0.54182 -0.51
C 0.78927 0.14272 -0.20852 0.33
H -2.42292 -0.90111 -0.15209 0.51
H -0.99396 1.86228 0.87382 0.37
H 2.81227 -0.28318 -0.51265 0.26
H 1.86127 -1.46296 0.57407 0.24